Computed, not measured: a 7-piece molecular cluster, C81H181F2NO7P5S2 overall in a non-equilibrium geometry, with the ωB97M-V functional and the def2-TZVPD basis.

* maximum force: 12.2 eV/A
* E: -6478.16078 Ha
* energy relative to the best compared isomer or geometry (same formula, charge and spin): 23.83 kcal per mole
* frontier orbital gap: 8.2 eV
* total charge: +3
* LUMO energy: -0.186 Eh

Geometry as XYZ:
```
279
Properties=species:S:1:pos:R:3:forces:R:3
C 4.522156 -0.028113 -6.661981 0.76 -2.09 -0.13
C 5.113826 -0.549983 -5.332391 -0.07 0.80 -0.37
C 5.096356 -2.066013 -5.126331 -1.80 -1.00 -0.04
C 3.601576 -2.701633 -5.105831 0.61 -0.09 0.48
P 2.620386 -2.714603 -3.558071 0.37 -0.05 0.77
C 1.031246 -3.737483 -3.779671 1.41 0.66 0.42
C 1.248806 -5.156783 -4.365171 0.52 1.07 0.05
C 0.027636 -5.997433 -4.527551 -0.19 -2.47 -0.59
C 0.320876 -7.365933 -5.285981 -0.65 0.78 -0.67
C 2.295736 -1.036173 -2.897721 -1.58 -1.02 -0.63
C 1.283776 -0.196623 -3.683691 -0.13 1.24 -0.31
C 1.394226 1.290827 -3.337621 0.71 0.57 0.48
C 0.592076 2.284847 -4.137901 -0.22 0.16 -0.74
C 3.637526 -3.523783 -2.279871 -0.13 -1.08 0.15
C 3.177826 -3.405593 -0.788131 0.40 0.30 -0.72
C 3.777616 -4.437693 0.220709 -0.04 -0.03 -1.73
C 3.366146 -5.859073 -0.225961 0.13 0.04 0.82
H 4.865706 -0.768763 -7.384141 -0.48 -0.10 -0.52
H 4.911426 0.895677 -7.089961 -0.43 0.31 0.76
H 3.447326 -0.126473 -6.509801 -0.10 0.59 -0.82
H 4.436306 -0.060743 -4.632591 0.58 -0.12 0.90
H 6.131396 -0.174173 -5.225571 -0.03 -0.04 0.32
H 5.670526 -2.385403 -4.256611 -0.37 0.32 0.47
H 5.577746 -2.687203 -5.881621 0.11 0.64 -0.63
H 3.637056 -3.778923 -5.267941 0.54 -0.26 -0.08
H 2.989036 -2.396543 -5.954251 0.00 0.52 0.07
H 0.484936 -3.060093 -4.436021 -0.53 -0.33 -0.14
H 0.568236 -3.747423 -2.792951 -0.13 0.12 0.06
H 1.861626 -5.803083 -3.736801 0.69 0.57 0.06
H 1.745326 -4.940183 -5.311031 0.08 -0.70 -0.25
H -0.790724 -5.518183 -5.064881 -0.10 0.09 0.29
H -0.272664 -6.424403 -3.570681 -0.45 0.94 0.40
H 0.152646 -7.187153 -6.347971 0.27 -0.15 -0.14
H -0.409864 -8.127083 -5.012561 -0.14 0.18 0.16
H 1.286366 -7.860263 -5.178471 0.23 0.55 0.33
H 3.280156 -0.582013 -2.784771 -0.14 0.15 0.28
H 1.765766 -1.265993 -1.973381 0.69 0.14 0.70
H 0.238686 -0.401623 -3.451601 0.05 -0.87 0.06
H 1.403926 -0.315003 -4.760561 0.03 0.03 -0.21
H 2.399926 1.648017 -3.559171 0.47 -0.33 0.32
H 1.243536 1.491157 -2.276841 -0.04 -0.46 0.26
H -0.493684 2.210787 -4.199081 -0.02 -0.67 0.01
H 1.032626 2.209747 -5.132081 -0.51 0.46 -0.36
H 0.743816 3.295387 -3.758581 0.37 0.01 -0.04
H 4.689866 -3.243533 -2.326081 -0.01 0.26 -0.32
H 3.598906 -4.554523 -2.632261 0.14 -0.39 0.09
H 2.090636 -3.473823 -0.749861 -0.14 0.17 0.21
H 3.475616 -2.371423 -0.615181 -0.26 0.02 0.98
H 3.520086 -4.146733 1.239099 -0.26 -0.22 -0.11
H 4.867006 -4.448343 0.185879 0.05 0.43 0.09
H 2.337796 -5.942603 -0.577571 -0.17 0.17 -0.10
H 3.453956 -6.555553 0.607899 0.07 -0.03 0.01
H 4.038676 -6.232523 -0.998191 -0.08 0.06 -0.13
C 13.336626 0.998807 0.851129 -0.44 0.42 -0.36
C 12.782006 0.717787 -0.543661 -1.27 -0.23 0.32
C 11.356746 -0.010763 -0.508831 1.65 1.12 0.97
C 10.228986 1.041887 -0.053261 1.47 -1.07 -1.04
P 8.726646 0.459307 0.722049 -0.97 -2.02 -1.01
C 7.678516 1.908587 0.807389 0.62 -0.02 -0.89
C 6.190426 1.667747 0.770909 -0.24 0.14 0.88
C 5.466216 2.979197 0.931019 -1.25 1.64 -0.31
C 5.219866 3.784837 -0.399001 0.85 -1.08 0.45
C 7.788226 -0.745463 -0.382401 1.26 2.66 0.32
C 8.537796 -1.970873 -0.827161 -1.79 -1.57 1.89
C 7.456366 -2.942923 -1.342521 0.17 -0.19 -1.45
C 8.022076 -4.269733 -1.759581 0.53 -0.46 0.04
C 8.980116 -0.311213 2.332389 0.87 0.46 0.86
C 10.240456 0.349257 3.025149 -0.62 -1.44 -0.95
C 10.523356 -0.187823 4.396519 -0.38 -0.72 1.06
C 11.421326 0.741367 5.205889 -0.31 -0.38 0.15
H 14.199996 1.654327 0.737159 0.15 -0.22 0.37
H 13.587246 0.047847 1.321219 0.34 0.07 0.00
H 12.627946 1.483357 1.522749 -0.05 0.21 -0.07
H 13.589456 0.165557 -1.024461 -0.55 -0.56 -0.38
H 12.617686 1.581027 -1.188571 0.28 0.48 0.31
H 11.475346 -0.811543 0.221089 -0.38 -0.24 -0.09
H 11.258326 -0.426143 -1.511761 -0.81 0.04 0.18
H 9.964706 1.563547 -0.973121 -0.41 0.15 0.07
H 10.612976 1.805487 0.623159 0.39 -0.06 0.04
H 7.990686 2.453267 -0.083671 0.04 0.42 0.03
H 7.970916 2.479727 1.688529 -0.10 0.13 0.02
H 5.987866 1.053517 1.648279 -0.44 -0.23 -0.05
H 5.763216 1.178917 -0.104671 0.55 -0.28 -0.12
H 5.991436 3.643007 1.617749 0.10 -0.10 0.16
H 4.503696 2.768157 1.396979 -0.14 0.11 0.02
H 6.180856 3.832767 -0.911151 0.03 0.00 -0.32
H 4.898886 4.824087 -0.328051 -0.21 -0.20 0.51
H 4.527246 3.224367 -1.026901 -0.06 0.10 -0.13
H 7.496996 -0.137013 -1.238611 -0.19 0.19 -0.17
H 6.902366 -0.864733 0.241409 -0.09 -0.91 -0.16
H 8.782806 -2.456333 0.117509 0.89 -0.18 0.05
H 9.427146 -1.863923 -1.448221 -0.36 0.24 -0.08
H 7.060836 -2.558643 -2.282721 -0.65 0.62 0.04
H 6.665376 -3.131343 -0.616621 0.05 0.59 0.18
H 8.710716 -4.095773 -2.586391 0.55 -0.24 0.28
H 7.313206 -4.987773 -2.171911 -0.41 0.14 0.25
H 8.475956 -4.717283 -0.875381 0.42 -0.31 -0.32
H 8.999696 -1.400413 2.295419 0.59 -0.15 -0.55
H 8.116506 -0.201733 2.988359 -0.38 0.60 -0.17
H 10.080976 1.427487 3.016409 0.36 0.15 0.09
H 11.123146 0.031597 2.470119 0.00 0.73 -0.54
H 10.947266 -1.191733 4.372529 0.31 -0.01 -0.54
H 9.583756 -0.413713 4.900739 -0.18 0.47 0.40
H 12.270856 1.085587 4.616039 -0.16 0.33 -0.14
H 11.872816 0.240347 6.062179 -0.26 -0.05 0.09
H 10.783346 1.548827 5.565159 0.48 0.37 0.02
C -3.208834 7.068327 6.340109 0.50 0.07 -1.39
C -3.871564 6.282807 5.156839 -0.69 -0.09 0.57
C -3.056774 5.007007 4.811109 -1.64 -0.34 0.06
C -3.737374 4.038697 3.703819 1.19 -0.28 0.48
P -2.795314 2.442777 3.265019 0.14 0.40 1.69
C -2.119544 1.683837 4.836169 -0.19 0.72 -0.54
C -1.087924 0.612547 4.606819 -0.33 -0.87 -2.30
C -0.685744 -0.324913 5.689359 1.62 0.34 1.28
C 0.431576 -1.308403 5.198589 -1.01 1.01 -0.75
C -3.882004 1.217537 2.463349 1.80 0.28 -0.36
C -4.399274 1.766407 1.119619 -0.80 0.06 0.91
C -4.741304 0.686647 0.118399 0.05 0.06 -0.05
C -6.032614 -0.003453 0.472419 0.73 -0.12 0.30
C -1.431874 2.807797 2.171969 0.49 -1.54 0.13
C -0.789254 4.172737 2.194699 -0.88 0.41 -1.41
C 0.296246 4.233497 1.089079 1.00 1.12 1.53
C 1.440716 5.328757 1.322929 -0.56 -1.06 -0.74
H -3.749644 7.958587 6.661149 -0.14 -0.05 -0.36
H -2.221744 7.369597 5.989399 0.15 0.27 0.30
H -3.063034 6.477517 7.244429 -0.15 -0.39 -0.23
H -4.145894 6.806097 4.240869 0.69 0.79 0.08
H -4.866614 6.074467 5.549969 -0.14 -0.88 -0.08
H -3.074394 4.548267 5.799719 0.52 -0.82 -0.27
H -2.037264 5.298877 4.559109 -0.06 -0.21 -0.17
H -3.866424 4.536147 2.742569 0.19 0.28 -0.06
H -4.743994 3.709247 3.961269 -0.01 0.08 0.47
H -2.957544 1.148277 5.282309 -0.29 0.64 0.56
H -1.736604 2.541547 5.389159 -0.34 -0.11 0.54
H -0.196994 0.935717 4.068379 0.01 0.34 0.07
H -1.613784 -0.042563 3.912269 0.31 -0.26 -0.71
H -1.575694 -0.765453 6.138819 0.15 -0.44 0.03
H -0.181454 0.266747 6.453379 -0.28 0.00 0.56
H 0.624206 -2.120333 5.899849 0.00 0.01 -0.37
H 1.339656 -0.761173 4.945529 0.27 0.24 0.88
H 0.201526 -1.579063 4.168089 -0.52 -1.08 0.06
H -4.522524 0.869337 3.273649 -0.69 0.05 -0.50
H -3.223224 0.399807 2.171079 0.53 -0.33 0.48
H -3.654124 2.376327 0.608889 -0.09 0.49 0.60
H -5.275964 2.299457 1.487539 -0.27 0.78 -1.06
H -3.928944 -0.035593 0.199339 0.19 -0.12 -0.41
H -4.763684 1.093337 -0.892631 0.16 0.03 -0.11
H -5.932864 -0.047923 1.556929 -0.85 -0.59 0.16
H -5.994104 -1.002683 0.038639 -0.65 0.00 0.11
H -6.915644 0.571247 0.192979 -0.03 -0.22 0.02
H -1.755814 2.384077 1.221379 -0.03 0.80 -0.57
H -0.672244 2.050067 2.364059 0.11 -0.21 0.50
H -0.467214 4.445547 3.199669 0.26 -0.04 -0.16
H -1.603044 4.828927 1.886079 0.13 0.73 0.36
H -0.136444 4.562397 0.144249 -0.23 -0.33 0.01
H 0.644716 3.205557 0.988969 0.59 0.18 -0.25
H 2.174726 5.136617 0.540369 -0.07 0.38 -0.30
H 2.067206 5.377827 2.213559 -0.62 -0.57 0.49
H 0.988636 6.311887 1.191869 0.15 0.03 -0.11
C -2.075134 3.362617 -1.960101 0.38 -0.73 -0.82
C -3.388404 4.087217 -1.773581 1.46 0.36 1.34
C -4.061754 4.281247 -3.055451 -0.84 0.56 -1.72
C -4.910514 5.533057 -3.099201 -2.28 0.57 0.41
P -6.772194 5.517897 -2.860791 -1.89 -1.78 -0.19
C -7.293944 7.159697 -2.212821 0.50 0.78 -0.64
C -8.803084 7.509457 -2.127841 0.34 -1.24 1.25
C -9.128774 8.846667 -1.453351 0.37 -0.32 0.22
C -10.631874 9.174177 -1.280011 0.88 0.29 -0.70
C -7.215574 4.190227 -1.592851 0.98 0.12 -1.04
C -8.514464 3.310287 -1.543331 -0.49 2.38 0.82
C -9.654394 4.010297 -0.655301 0.30 -0.66 -0.81
C -10.805664 3.054407 -0.340131 1.65 -0.76 0.99
C -7.690174 5.026697 -4.434991 0.24 0.83 0.05
C -7.168564 3.765397 -5.199501 0.88 1.66 0.97
C -7.733724 3.542787 -6.560551 -0.56 -0.28 -1.25
C -9.221294 3.291127 -6.623651 -1.16 0.17 0.55
H -2.162454 2.438227 -2.531041 -0.34 -0.69 0.71
H -1.470764 3.263297 -1.058441 -0.16 -0.29 -0.09
H -1.475984 3.877247 -2.711281 0.14 0.77 0.33
H -3.044934 5.042597 -1.376861 -0.43 0.40 0.15
H -4.074024 3.677477 -1.031871 0.12 -0.31 0.10
H -4.572104 3.366037 -3.355491 -0.07 0.06 -0.32
H -3.369024 4.591307 -3.837821 0.60 -0.93 0.00
H -4.813924 6.044267 -4.057021 0.08 0.23 0.06
H -4.571994 6.180667 -2.290431 0.02 0.40 -0.20
H -6.726094 7.958467 -2.689911 0.07 -0.08 -0.79
H -6.808864 7.210437 -1.238031 -0.31 -0.31 0.52
H -9.089644 6.732317 -1.419291 -0.95 -0.12 -0.16
H -9.353744 7.359567 -3.056501 0.21 0.07 -0.11
H -8.578024 9.616977 -1.993161 -0.46 0.39 -0.24
H -8.657054 8.873577 -0.471081 0.07 -0.25 0.20
H -10.652054 10.154157 -0.803211 -0.37 0.01 -0.14
H -11.245564 8.496847 -0.686121 0.46 -0.25 0.09
H -11.077764 9.228047 -2.273171 -0.22 0.23 0.07
H -6.876154 4.713637 -0.699021 -0.50 -0.41 0.65
H -6.446494 3.445047 -1.796121 0.50 0.08 -0.03
H -8.191884 2.362927 -1.111411 -0.24 0.06 0.35
H -8.803954 3.060707 -2.564111 -0.34 0.23 -0.02
H -10.083984 4.929117 -1.054451 0.37 -0.04 -0.72
H -9.184034 4.345677 0.269029 0.12 -0.20 0.18
H -10.326224 2.301397 0.285349 -0.05 -0.51 0.07
H -11.137844 2.490777 -1.211951 -0.66 0.53 0.06
H -11.523494 3.465727 0.369539 -0.49 0.20 -0.80
H -7.539524 5.932537 -5.022241 0.62 0.02 -0.68
H -8.773454 5.137787 -4.387611 -0.20 -0.61 1.01
H -7.164794 2.850557 -4.606911 -0.03 0.13 0.21
H -6.156884 4.117977 -5.400201 0.60 -0.82 0.18
H -7.168354 2.739687 -7.033301 0.01 -0.14 0.07
H -7.528374 4.423347 -7.169291 0.09 0.11 -0.09
H -9.718384 4.229867 -6.379201 -0.26 0.09 -0.10
H -9.623744 2.581547 -5.900721 0.44 -0.20 0.36
H -9.676064 2.940457 -7.550101 0.64 0.23 -0.35
C -6.954974 -7.483033 -0.248961 0.09 1.41 -0.19
C -5.832334 -7.260013 0.799459 -0.27 -1.08 0.39
C -5.064784 -5.930533 0.824699 -0.01 -0.35 -1.82
C -3.744854 -5.882353 1.674289 -2.63 -1.01 -1.01
P -2.958874 -4.321323 1.650829 0.59 0.08 0.36
C -2.946924 -3.555343 0.060859 0.86 0.71 -0.95
C -2.189924 -4.312503 -1.060891 -1.34 -0.57 -0.26
C -2.530244 -3.757913 -2.491911 0.37 -1.01 2.11
C -2.209904 -2.256703 -2.488511 -1.01 -0.65 -1.12
C -1.282944 -4.600583 2.111599 0.64 0.67 0.74
C -0.999784 -5.270973 3.459679 0.31 -0.37 0.50
C 0.077886 -6.322023 3.364609 2.17 -1.23 0.04
C 1.505916 -5.992643 2.942279 0.88 2.32 -0.08
C -3.853344 -3.207393 2.720419 -0.28 0.16 0.48
C -3.890934 -3.407273 4.282109 -0.25 1.11 -1.31
C -5.056294 -2.618763 4.922419 1.19 -0.95 0.66
C -4.828554 -2.628833 6.462369 -0.09 0.58 -0.95
H -7.439904 -8.459173 -0.239831 -0.04 0.13 0.82
H -6.678244 -7.417023 -1.301171 0.81 0.23 0.00
H -7.660854 -6.660163 -0.136161 -0.57 -0.30 0.07
H -5.214114 -8.147503 0.664329 0.70 0.24 0.39
H -6.261514 -7.315133 1.799899 -0.28 -0.52 0.05
H -5.821594 -5.153473 0.932039 0.26 0.37 0.62
H -4.723774 -5.818483 -0.204501 0.11 0.38 -0.30
H -3.174744 -6.635963 1.131019 0.61 -0.10 0.77
H -3.982784 -6.123823 2.710239 0.42 -0.38 0.06
H -2.392064 -2.625633 0.186829 -0.23 0.44 0.52
H -3.983604 -3.314473 -0.174431 -0.07 -0.07 -0.37
H -2.516394 -5.339083 -0.894631 0.29 -0.46 -0.78
H -1.107494 -4.284793 -0.935731 -0.03 0.22 0.34
H -3.555004 -4.026483 -2.748501 -0.29 0.54 0.18
H -1.979014 -4.349633 -3.222741 0.50 0.30 0.04
H -3.113794 -1.694003 -2.255131 -0.02 0.13 -0.08
H -1.971184 -2.105743 -3.541271 0.39 1.01 0.17
H -1.461924 -1.930623 -1.765811 0.39 -0.27 -0.30
H -0.843184 -3.608003 2.209019 0.08 0.31 -0.49
H -0.742824 -5.065483 1.286839 -0.20 -0.24 -0.07
H -1.789754 -5.807213 3.985519 -0.73 0.19 -0.54
H -0.749974 -4.467913 4.153069 0.38 -0.09 0.12
H -0.188264 -7.167773 2.730599 -0.76 -0.05 0.06
H 0.342006 -6.741933 4.335179 -1.02 -0.14 0.37
H 1.704406 -5.594023 1.947389 -0.46 -0.54 -0.49
H 2.286416 -6.712363 3.189099 -0.53 -0.56 -0.22
H 1.865316 -5.130453 3.504029 -0.10 0.24 0.52
H -4.847514 -3.130723 2.280139 -0.41 -0.42 0.11
H -3.441324 -2.241933 2.426739 0.40 0.31 0.43
H -2.940134 -2.999643 4.625489 0.09 -0.36 0.36
H -4.049754 -4.434323 4.610819 0.47 -0.13 -0.28
H -5.943304 -3.206973 4.687219 -0.34 0.61 -0.18
H -5.074134 -1.584863 4.577709 -0.39 -0.12 -0.33
H -4.038134 -3.333893 6.719719 -0.45 -0.35 0.25
H -5.788834 -2.803903 6.947449 0.42 -0.07 0.42
H -4.420664 -1.658183 6.744439 -0.22 0.07 0.28
O 0.486436 0.351797 0.774909 -0.08 2.92 -0.03
C -0.153584 -0.796933 0.885179 -4.94 1.62 3.37
O -1.250274 -0.929153 1.413409 -3.35 1.34 1.35
O 0.477346 -1.696903 0.501579 4.83 -7.19 -3.79
H 1.106286 -0.233383 0.333389 2.98 1.33 -1.01
N 6.789166 -2.650933 4.119199 7.96 -0.28 3.58
S 5.782676 -3.015743 3.178739 -10.53 -1.06 -5.99
O 4.988766 -4.204663 3.489489 0.97 1.60 -0.84
O 6.088326 -2.750503 1.783039 0.04 -0.56 0.09
F 4.715846 -1.790943 3.408039 0.51 -0.46 0.51
S 7.925006 -3.859983 3.644149 3.93 -1.94 2.47
O 8.655106 -3.770093 2.375869 -2.02 0.49 1.48
O 7.597756 -5.174723 4.173729 -0.03 2.28 -1.33
F 9.088496 -3.378143 4.645679 -0.86 0.30 -0.30
```
Forces are in eV/Å.